(P)
Density functional theory data (wB97M-V/def2-TZVPD) for a 2-piece molecular cluster, C5H12NO2 overall.

Each line ends with the Mulliken charge.
Cartesian coordinates (Å):
1 N -0.5840 1.3209 -0.8492  -0.49
2 C 0.7705 1.6533 -1.2086  -0.76
3 C 1.6120 0.3638 -1.1690  -0.28
4 C 0.6965 -0.6439 -0.4447  -0.69
5 C -0.5610 0.1398 0.0141  0.09
6 C -0.6708 0.3920 1.5265  -0.72
7 O -1.4204 -0.5715 2.1581  -0.86
8 H -1.2311 1.2413 -1.6100  0.27
9 H 0.7670 2.3310 -2.0838  0.40
10 H 1.1386 2.3327 -0.4312  0.21
11 H 1.7972 -0.0150 -2.1818  0.25
12 H 2.5170 0.5584 -0.5864  0.29
13 H 0.3447 -1.4195 -1.1236  0.24
14 H 1.1737 -1.1451 0.3994  0.35
15 H -1.4424 -0.4530 -0.2208  0.43
16 H 0.3338 0.4863 2.0155  0.14
17 H -1.0907 1.4143 1.6460  0.27
18 H -1.2118 -1.8325 1.5849  0.43
19 H -1.8938 -3.2941 1.3775  0.23
20 O -1.0451 -2.8592 1.1872  -0.78

Summary:
Lowest unoccupied orbital energy: 3.8 eV
Total charge: -1
Gap between HOMO and LUMO: 7.070 eV

(Q)
Density functional theory data (wB97M-V/def2-TZVPD) for C5H12NO2 as an isolated structure.

Each line ends with the Mulliken charge.
Cartesian coordinates (Å):
1 C -2.0560 0.6268 0.6581  -0.31
2 O -3.0335 0.7805 -0.0798  -0.62
3 C -0.6590 0.8267 0.3218  0.37
4 C -0.6601 -0.7251 0.3331  -0.48
5 C -1.3339 -1.3982 -0.9603  -1.23
6 C 2.7216 0.0636 -0.5583  -0.63
7 O 2.3002 -0.2678 0.6887  -0.85
8 N 0.2781 1.3085 1.3040  -0.78
9 H -2.2308 0.5367 1.7334  0.41
10 H -0.9196 -1.2754 1.2313  0.37
11 H -0.4782 1.2734 -0.6586  0.35
12 H -0.8027 -2.3303 -1.1409  0.43
13 H 0.3962 -0.9761 0.1294  0.25
14 H -2.3702 -1.6013 -0.7112  0.31
15 H -1.1943 -0.6389 -1.7186  0.28
16 H 1.8924 0.4144 -1.2542  0.09
17 H 3.1812 -0.7757 -1.1285  0.24
18 H 3.4318 0.9207 -0.6298  0.24
19 H 0.2688 2.3170 1.3631  0.20
20 H 1.2679 0.9203 1.0773  0.36

Summary:
Lowest unoccupied orbital energy: 3.9 eV
Total charge: -1
Gap between HOMO and LUMO: 7.143 eV

Verdict on stability: (P) comes out on top.

(P)
Density functional theory data (wB97M-V/def2-TZVPD) for an isolated ion of composition C5H12NO2 and charge -1.

Each line ends with the Mulliken charge.
Cartesian coordinates (Å):
1 C 0.5205 1.2364 -0.4824  -0.63
2 N 0.3082 0.7619 0.8534  -0.55
3 C -0.6311 1.5460 1.5540  -0.86
4 O -2.0972 1.2422 1.3253  -0.55
5 C -0.0485 0.2030 -1.5903  -0.85
6 C -0.3640 -1.2101 -1.0399  -0.46
7 C 0.9099 -2.0037 -0.8623  -0.38
8 O 1.5851 -1.7628 0.3211  -0.60
9 H 1.5966 1.1540 -0.7182  0.37
10 H 0.0821 2.1836 -0.8025  0.44
11 H 1.3315 -0.8758 0.6835  0.48
12 H -0.5521 2.6098 1.4348  0.35
13 H -0.3467 1.3073 2.6033  0.28
14 H -2.0075 0.3078 1.5462  0.31
15 H 0.6183 -0.0144 -2.4927  0.35
16 H -0.9676 0.5476 -2.0835  0.34
17 H -0.9306 -0.9597 -0.1194  0.12
18 H -1.1073 -1.7168 -1.6564  0.40
19 H 1.5187 -1.6801 -1.7530  0.19
20 H 0.7651 -3.1162 -0.8397  0.26

Summary:
Lowest unoccupied orbital energy: 4.2 eV
Total charge: -1
Gap between HOMO and LUMO: 6.697 eV

(Q)
Density functional theory data (wB97M-V/def2-TZVPD) for a 2-piece molecular cluster, C5H12NO2 overall.

Each line ends with the Mulliken charge.
Cartesian coordinates (Å):
1 C -0.2723 1.7948 -0.7548  -0.57
2 O -1.3993 1.8995 -1.4180  -0.87
3 C -0.1880 0.5542 0.2682  -0.23
4 C 1.2810 0.0649 0.4214  -0.79
5 C 1.5770 -1.2385 -0.2496  0.79
6 C 1.7071 -2.4221 0.3784  -1.19
7 N 1.3637 -1.2448 -1.6263  -0.57
8 H -0.1690 2.7224 -0.1311  0.24
9 H 0.6752 1.6925 -1.3727  0.17
10 H -0.8451 -0.0966 -0.2997  0.35
11 H -0.6474 0.7149 1.2413  0.02
12 H 2.0670 0.7201 0.0132  0.35
13 H 1.2459 -0.2181 1.4809  0.27
14 H 1.8783 -3.4423 0.0422  0.26
15 H 1.8674 -2.5979 1.4662  0.22
16 H 0.8091 -0.4735 -1.9688  0.30
17 H 1.0720 -2.1084 -2.0391  0.20
18 H -4.0302 0.3613 2.3109  0.30
19 H -2.7132 0.9926 1.8653  0.38
20 O -3.0714 0.3117 2.4562  -0.65

Summary:
Lowest unoccupied orbital energy: 3.7 eV
Total charge: -1
Gap between HOMO and LUMO: 6.181 eV

Verdict on stability: (P) comes out on top.

(P)
Density functional theory data (wB97M-V/def2-TZVPD) for C2H5NO3S as an isolated structure.

Each line ends with the Mulliken charge.
Cartesian coordinates (Å):
1 C -1.0140 -0.3250 0.2870  0.62
2 C 0.4179 -0.2087 -0.1939  0.48
3 N -1.2435 0.4211 1.3818  -0.36
4 O -1.7409 -1.0983 -0.2707  -0.61
5 O 0.4866 1.4846 -0.8072  -0.58
6 O 0.7322 -0.9445 -1.2539  -0.55
7 S 1.7386 -0.2148 0.8625  -0.22
8 H -0.5138 1.0571 1.5914  0.18
9 H -2.1683 0.5032 1.7619  0.26
10 H 0.8044 1.2470 -1.6938  0.29
11 H -0.0449 -1.4046 -1.5898  0.36
12 H 2.5458 -0.5171 -0.0752  0.12

Summary:
Lowest unoccupied orbital energy: 0.6 eV
Gap between HOMO and LUMO: 10.092 eV

(Q)
Density functional theory data (wB97M-V/def2-TZVPD) for a single C2H5NO3S molecule.

Each line ends with the Mulliken charge.
Cartesian coordinates (Å):
1 C -1.2477 -0.2521 -0.7861  -0.78
2 S -0.4490 0.1009 0.6086  1.00
3 C 0.9569 1.3636 0.3429  -0.96
4 O -1.1982 0.6691 1.7036  -0.63
5 O 0.3872 -1.2112 0.8331  -0.39
6 N 0.6141 -1.8863 -0.7086  0.36
7 O 0.2266 -2.9760 -0.7253  -0.21
8 H -1.3318 0.5974 -1.5192  0.27
9 H -1.8679 -1.1044 -0.8235  0.34
10 H 1.0266 1.6120 -0.6719  0.32
11 H 1.0251 2.1872 1.1200  0.32
12 H 1.8582 0.8997 0.6263  0.36

Summary:
Lowest unoccupied orbital energy (alpha / beta): -0.9 / -0.9 eV
Structure (SMILES): C=[S@@](C)(=O)ON=O
Gap between HOMO and LUMO (alpha / beta): 7.545 / 7.543 eV

Verdict on stability: (P) comes out on top.

(P)
Density functional theory data (wB97M-V/def2-TZVPD) for C2H5NO3S as an isolated structure.

Each line ends with the Mulliken charge.
Cartesian coordinates (Å):
1 C -1.1763 0.4569 -0.0405  0.80
2 C 0.0442 -0.3818 0.0921  0.29
3 N 0.6219 -0.9224 -0.9941  -0.62
4 O -1.9620 0.4905 0.8526  -0.56
5 O -1.3266 1.1251 -1.2193  -0.47
6 O -0.1437 -1.1770 1.1157  -0.55
7 S 1.4057 1.3169 0.7508  -0.28
8 H 1.3939 -0.3965 -1.3845  0.32
9 H -0.5667 1.0791 -1.8138  0.34
10 H 0.9917 -1.8561 -0.7208  0.25
11 H -0.9806 -0.7929 1.4450  0.39
12 H 1.6985 1.0581 1.9167  0.10

Summary:
Lowest unoccupied orbital energy: -0.1 eV
Gap between HOMO and LUMO: 8.982 eV

(Q)
Density functional theory data (wB97M-V/def2-TZVPD) for a 2-piece molecular cluster, C2H5NO3S overall.

Each line ends with the Mulliken charge.
Cartesian coordinates (Å):
1 C -0.0059 -0.3539 -1.8635  -0.40
2 C 0.4336 0.3867 -0.6635  -0.10
3 N -0.6275 -0.2435 -0.5285  -0.37
4 O -0.1373 1.5756 2.3931  -0.52
5 O 0.8440 -0.5366 3.3836  -0.47
6 O -1.3754 -0.5137 2.0838  -0.50
7 S -0.5277 0.4592 3.1869  0.71
8 H -0.3320 0.0906 -2.7704  0.23
9 H 0.4358 -1.2270 -2.2064  0.23
10 H 0.9762 1.0798 -0.0203  0.33
11 H -1.2114 -0.1908 1.1101  0.53
12 H 1.6694 -0.3669 2.9466  0.32

Summary:
Lowest unoccupied orbital energy: 0.6 eV
Gap between HOMO and LUMO: 11.229 eV

Verdict on stability: (P) comes out on top.